(1)
Computed, not measured: C41H41As2ORuS3 as an isolated structure, with wB97M-V/def2-TZVPD.

Each line ends with the Mulliken charge.
Element x y z (Å)
Ru 0.15050 -0.27520 0.40163  1.75
S -1.91607 0.26624 1.67948  -0.60
C -3.27259 -0.60773 0.99445  0.72
C -4.57038 -0.13666 1.21824  -0.91
C -5.65378 -0.80060 0.67261  -0.65
C -5.47990 -1.93377 -0.11722  -0.77
C -4.20096 -2.41266 -0.34286  -0.36
C -3.11656 -1.75937 0.23591  -0.62
As -1.30490 -2.31560 -0.00435  1.67
C -1.34384 -3.22761 -1.70798  0.04
C -1.42652 -4.61554 -1.74489  -0.23
C -1.59809 -5.26468 -2.96163  -0.81
C -1.69057 -4.53134 -4.13376  -0.52
C -1.61641 -3.14517 -4.09411  -0.85
C -1.44474 -2.49145 -2.88520  -0.25
C -0.99804 -3.75919 1.22461  -0.27
C -2.03337 -4.22528 2.02521  -0.39
C -1.79666 -5.27355 2.90521  -0.78
C -0.53743 -5.85357 2.97344  -0.59
C 0.49083 -5.39321 2.15938  -0.81
C 0.26222 -4.34417 1.28256  -0.24
H -4.71803 0.75907 1.80732  0.51
H -6.65043 -0.41686 0.84845  0.39
H -6.33293 -2.43010 -0.55848  0.43
H -4.05065 -3.29194 -0.95791  0.54
H -1.35669 -5.20239 -0.83836  0.44
H -1.66191 -6.34436 -2.98753  0.44
H -1.82425 -5.03779 -5.08032  0.39
H -1.69465 -2.57098 -5.00784  0.45
H -1.40144 -1.40931 -2.86477  0.43
H -3.01401 -3.76797 1.97441  0.50
H -2.59735 -5.63600 3.53607  0.41
H -0.35886 -6.67237 3.65749  0.39
H 1.46804 -5.85488 2.20964  0.42
H 1.06831 -3.98615 0.64912  0.45
S 1.21974 -1.26087 -1.29500  -0.07
C 2.74656 -0.45584 -1.71291  0.23
C 3.40137 -0.84226 -2.88245  -0.83
C 4.60640 -0.24901 -3.21465  -0.68
C 5.17931 0.71352 -2.38486  -0.82
C 4.53459 1.10019 -1.22200  -0.20
C 3.31158 0.52459 -0.90063  -0.77
As 2.31249 0.97821 0.67593  1.89
C 3.67811 0.71019 2.02848  1.20
C 4.05227 -0.57979 2.40008  -0.63
C 5.10699 -0.76922 3.27735  -0.82
C 5.79385 0.32285 3.79073  -0.55
C 5.43710 1.60476 3.40781  -0.74
C 4.38375 1.80330 2.52385  -0.56
C 2.06993 2.89459 0.54273  0.50
C 2.09698 3.46781 -0.72426  -0.89
C 1.88843 4.83094 -0.87272  -0.76
C 1.64299 5.62506 0.23745  -0.63
C 1.60990 5.05546 1.50182  -0.92
C 1.82418 3.69316 1.65522  -0.21
H 2.97069 -1.60410 -3.51954  0.56
H 5.11562 -0.54604 -4.12167  0.41
H 6.13245 1.15287 -2.64598  0.42
H 4.98599 1.84244 -0.57443  0.53
H 3.54413 -1.44327 1.99370  0.42
H 5.39808 -1.77273 3.55808  0.42
H 6.61383 0.17234 4.47995  0.40
H 5.98146 2.45888 3.78829  0.44
H 4.13079 2.81035 2.22111  0.44
H 2.27786 2.85658 -1.59917  0.42
H 1.91493 5.27131 -1.86095  0.42
H 1.48124 6.68804 0.11845  0.42
H 1.42516 5.67188 2.37133  0.45
H 1.82231 3.28082 2.65671  0.47
C -0.26656 -2.02454 3.56291  -0.71
S 0.80231 -0.95199 2.58784  0.43
C 0.53419 0.50973 3.61176  -1.30
H 0.00216 -1.83174 4.60118  0.70
H -0.05889 -3.06144 3.33112  0.07
H -1.31021 -1.77402 3.39226  0.26
H -0.51271 0.56074 3.90067  0.56
H 0.76980 1.40560 3.04913  0.25
H 1.17189 0.43040 4.49179  0.42
C -1.61253 3.28519 -0.02810  -1.18
C -1.39051 2.01845 -0.82914  0.60
C -1.18937 2.28427 -2.31371  -1.32
O -0.18272 1.39637 -0.39980  -0.22
H -2.51542 3.79582 -0.36845  0.46
H -0.76858 3.96591 -0.14952  0.12
H -1.73196 3.05771 1.03020  0.22
H -2.23181 1.33112 -0.69979  0.06
H -0.38765 3.00663 -2.47416  0.27
H -2.10552 2.68684 -2.74864  0.43
H -0.93473 1.36408 -2.84204  0.18

Forces on atoms 1 to 6 (eV/Å):
Ru -0.5 -0.3 0.4
S 0.1 0.2 0.4
C -0.1 0.1 -0.1
C 0.0 0.0 0.0
C 0.0 0.0 0.0
C 0.0 0.0 0.0

- E (eV) = -201989.6150
- relative energy (zero: lowest compared OMol25 entry of this formula, charge and spin) (kJ/mol) = 136.48
- charge = +1
- LUMO (spin up / spin down) (eV) = -3.96 / -4.11

***

(2)
Computed, not measured: C41H41BO2OsP2 as an isolated structure at a distorted geometry, with wB97M-V/def2-TZVPD.

Each line ends with the Mulliken charge.
Element x y z (Å)
Os -1.43005 3.81872 -4.11062  0.82
C 0.95080 1.36908 -0.45936  1.15
C 0.61930 2.69249 -0.73145  -0.59
C 1.49392 3.66548 -1.38505  -1.45
C 1.98443 3.46322 -2.87403  -1.14
C 1.26508 2.45413 -3.70170  0.18
C 1.28503 1.12198 -3.57360  -0.06
C 2.09855 0.33980 -2.62681  -1.12
C 2.20972 0.84114 -1.16917  -1.48
C -1.30019 0.15675 -1.71601  -0.74
H 1.18293 1.34763 0.64981  0.29
H -0.26794 3.08097 -0.24105  0.82
H 2.39543 3.74650 -0.77141  0.48
H 1.01687 4.65882 -1.35205  0.32
H 1.85757 4.43193 -3.38207  0.21
H 3.06163 3.30481 -2.81542  0.52
H 0.67080 2.93509 -4.53560  0.26
H 0.68165 0.47489 -4.24573  0.38
H 3.14828 0.29724 -2.97344  0.49
H 1.70542 -0.68152 -2.60544  0.30
H 2.58937 -0.00419 -0.58603  0.48
H 2.95873 1.64102 -1.14561  0.66
H -2.32016 0.41002 -1.42314  0.31
H -1.31298 -0.83842 -2.16098  0.39
H -1.01825 0.83471 -2.52250  -0.06
P -2.42736 4.82152 -5.69731  0.83
P -1.58780 3.07770 -7.01907  0.42
C -0.70112 5.31584 -6.19284  -0.76
C -0.33869 4.35582 -7.11797  -0.77
C -3.66798 6.00463 -6.13829  0.18
C -3.27663 7.31242 -6.43923  -0.44
C -4.26631 8.26619 -6.69163  -0.75
C -5.61649 7.92262 -6.59717  -0.55
C -5.99813 6.61905 -6.23787  -0.81
C -5.02501 5.66052 -6.00606  -0.02
C -3.07025 4.74846 -3.88075  0.51
C -3.38473 3.39834 -3.48711  -0.88
C -3.15248 3.03313 -2.15547  -0.46
C -2.51653 3.92927 -1.29558  -1.03
C -2.12500 5.18998 -1.71819  -0.50
C -2.22768 5.56484 -3.07656  -0.90
C -2.46175 3.10893 -8.66909  0.84
C -3.39974 4.12024 -8.94804  -0.16
C -4.05987 4.17911 -10.17574  -0.82
C -3.79496 3.23452 -11.16781  -0.54
C -2.84834 2.23405 -10.91675  -0.72
C -2.18501 2.17295 -9.69012  -0.64
C -0.75161 1.46468 -7.00678  0.98
C -1.50412 0.27961 -6.93975  -0.41
C -0.86060 -0.95215 -6.99448  -0.85
C 0.53033 -1.01008 -7.11140  -0.50
C 1.28094 0.16891 -7.19414  -0.70
C 0.63875 1.40290 -7.15847  -0.53
H -0.27973 6.28845 -5.97073  0.60
H 0.47777 4.36847 -7.82881  0.71
H -2.22191 7.57500 -6.46801  0.32
H -3.97691 9.28085 -6.97313  0.42
H -6.38319 8.66498 -6.81334  0.42
H -7.05129 6.35120 -6.15189  0.44
H -5.28989 4.66036 -5.67113  0.41
H -3.81514 2.66835 -4.17735  0.57
H -3.46625 2.04752 -1.83895  0.76
H -2.22362 3.64291 -0.28687  0.85
H -1.69696 5.93310 -1.06024  0.52
H -1.71688 6.43626 -3.52117  0.56
H -3.63190 4.87863 -8.20018  0.14
H -4.78190 4.97935 -10.35905  0.43
H -4.31188 3.28194 -12.12817  0.40
H -2.61856 1.50324 -11.68900  0.42
H -1.44445 1.38526 -9.52783  0.31
H -2.58914 0.34428 -6.86732  0.46
H -1.44251 -1.87520 -6.94979  0.43
H 1.04078 -1.97114 -7.13737  0.42
H 2.36816 0.13162 -7.27831  0.44
H 1.20928 2.32866 -7.25008  0.27
O -1.12277 0.40570 0.89978  -0.66
B -0.32005 0.17910 -0.37955  1.01
O 0.34831 -1.15370 -0.22718  -0.57
C 0.03129 -1.58800 1.00142  0.76
C 0.55040 -2.68855 1.68543  -1.01
C 0.22054 -2.85555 3.02955  -0.45
C -0.63448 -1.95940 3.66748  -0.44
C -1.18742 -0.86495 3.00061  -0.99
C -0.85203 -0.66910 1.66116  0.77
H 1.22213 -3.36623 1.16527  0.50
H 0.66385 -3.68418 3.58303  0.43
H -0.84352 -2.11121 4.72559  0.41
H -1.82270 -0.15392 3.51340  0.50

Forces on atoms 1 to 6 (eV/Å):
Os 6.5 -3.5 1.1
C 1.0 -1.2 -0.3
C 0.2 -0.1 0.9
C -0.6 1.3 -1.4
C 0.3 0.6 0.5
C -1.1 -0.1 -0.4

- E (eV) = -68974.2114
- expectation value of S² = 6.054
- relative energy (zero: lowest compared OMol25 entry of this formula, charge and spin) (kJ/mol) = 12.62
- charge = +2
- 2S+1 = 5
- LUMO (spin up / spin down) (eV) = -6.90 / -7.87

***

(3)
Computed, not measured: C41H42AlIN5 as an isolated structure at a distorted geometry, with wB97M-V/def2-TZVPD.

Each line ends with the Mulliken charge.
Element x y z (Å)
Al -0.11073 -0.06818 -0.11286  -1.21
C -0.77243 4.98184 -2.81911  -0.53
C 0.22795 4.02255 -2.75761  -1.07
C 0.15074 2.99758 -1.83338  0.33
C -0.93778 2.91983 -0.96760  0.28
C -1.95169 3.87558 -1.04040  -0.43
C -1.86132 4.90326 -1.96036  -0.71
N -0.92422 1.88569 0.00339  1.71
N -1.80405 1.95435 0.89337  -0.90
C -1.67423 1.01385 1.91867  -0.13
C -2.36562 1.31898 3.09405  -0.40
C -2.13068 0.56717 4.22767  -0.72
C -1.22446 -0.48348 4.16382  -0.95
C -0.59317 -0.80862 2.96669  -0.24
C -0.79993 -0.08888 1.79394  0.72
H -0.70404 5.79631 -3.52785  0.43
H 1.06295 4.07349 -3.44423  0.43
H 0.92681 2.24529 -1.76544  0.25
H -2.79747 3.78879 -0.37491  0.45
H -2.64817 5.64419 -2.00934  0.42
H -3.03133 2.17309 3.10211  0.50
H -2.63023 0.80447 5.15720  0.41
H -1.00470 -1.05941 5.05420  0.45
H 0.08577 -1.65537 2.97765  0.42
C 5.94408 3.53035 0.90132  -1.55
C 5.26788 2.85517 2.10632  1.99
C 6.19518 1.77447 2.68426  -1.60
C 5.01640 3.91225 3.18367  -2.14
C 3.98067 2.20700 1.63004  0.23
C 2.72061 2.57953 2.09076  -0.91
C 1.59033 1.96120 1.59209  -0.45
N 1.63395 1.00230 0.67141  0.65
C 2.83569 0.61558 0.22955  -0.16
C 4.01196 1.18873 0.67823  -0.50
C 2.77417 -0.48901 -0.74645  -0.08
C 3.86545 -0.92363 -1.47423  -0.52
C 3.74557 -1.97255 -2.38577  0.21
C 2.48219 -2.54497 -2.49940  -0.99
C 1.43124 -2.05070 -1.75383  -0.91
N 1.55653 -1.04484 -0.88304  0.89
C 4.95044 -2.44526 -3.17801  1.91
C 5.59577 -1.24850 -3.89301  -1.60
C 5.95036 -3.06730 -2.18807  -1.55
C 4.56962 -3.49569 -4.22382  -2.08
H 6.85708 4.02940 1.22739  0.45
H 5.28358 4.27716 0.45752  0.37
H 6.21037 2.80600 0.13013  0.33
H 7.10412 2.23950 3.06656  0.46
H 6.48643 1.04178 1.93046  0.32
H 5.70860 1.24776 3.50694  0.38
H 5.96965 4.33601 3.49811  0.43
H 4.53798 3.47987 4.06426  0.44
H 4.39816 4.72875 2.80693  0.42
H 2.60138 3.34345 2.84399  0.58
H 0.61051 2.24801 1.95014  0.27
H 4.95888 0.83127 0.30062  0.61
H 4.81714 -0.43116 -1.34178  0.62
H 2.29247 -3.36245 -3.17828  0.57
H 0.44168 -2.46759 -1.86062  0.62
H 5.97371 -0.50581 -3.18979  0.33
H 4.87716 -0.76244 -4.55532  0.37
H 6.43676 -1.59206 -4.49528  0.46
H 6.30636 -2.33419 -1.46253  0.34
H 6.81269 -3.45559 -2.73102  0.45
H 5.48832 -3.89216 -1.64295  0.37
H 3.81246 -3.11607 -4.91233  0.43
H 4.19941 -4.40925 -3.75566  0.40
H 5.45049 -3.75833 -4.80864  0.44
C -2.62478 0.16517 -4.27939  -0.77
C -3.23162 0.28202 -3.03698  -0.71
C -2.46507 0.20027 -1.88427  -0.57
C -1.07809 -0.01236 -1.91286  1.07
C -0.50487 -0.11989 -3.18297  0.10
C -1.25624 -0.03555 -4.34916  -0.66
H -3.21108 0.24410 -5.18596  0.40
H -4.30092 0.44328 -2.96793  0.49
H -2.96350 0.31730 -0.92304  0.29
H 0.56946 -0.25490 -3.28020  0.26
H -0.76741 -0.11812 -5.31275  0.44
I 0.56028 -5.56906 2.36218  0.08
C -0.62338 -4.43396 1.05973  -1.07
C -1.73613 -4.98016 0.44001  -0.11
C -2.46523 -4.17087 -0.41583  -1.09
C -2.05926 -2.86151 -0.62238  0.05
N -0.99035 -2.33653 -0.02026  0.11
C -0.28933 -3.11716 0.80493  -0.09
H -2.02335 -6.00855 0.61113  0.42
H -3.33814 -4.55408 -0.92523  0.47
H -2.59135 -2.21403 -1.30282  0.35
H 0.58652 -2.66707 1.25750  0.75

Forces on atoms 1 to 6 (eV/Å):
Al 0.1 -0.2 -0.1
C 0.0 0.0 0.0
C 0.0 0.1 -0.2
C -0.1 -0.2 0.3
C 0.0 0.5 -0.4
C 0.0 -0.3 0.1

- E (eV) = -65344.5670
- relative energy (zero: lowest compared OMol25 entry of this formula, charge and spin) (kJ/mol) = 38.69
- charge = +1
- LUMO (eV) = -3.08

***

(4)
Computed, not measured: C41H42As2Br4MnN4O14 as an isolated structure, with wB97M-V/def2-TZVPD.

Each line ends with the Mulliken charge.
Element x y z (Å)
Mn 0.84655 0.24581 -0.03996  0.19
C 0.97192 -3.28904 2.57840  -0.49
O 2.26165 -3.58321 2.04255  -0.53
C 2.47951 -3.45421 0.70199  -0.02
C 3.42340 -4.29136 0.14739  -0.66
C 3.78077 -4.20216 -1.20233  -0.76
C 3.17099 -3.25957 -1.99416  -0.76
C 2.22841 -2.37362 -1.45126  0.57
C 1.58842 -1.41878 -2.32757  -0.66
N 0.94339 -0.38854 -1.92630  1.38
N 0.20063 0.34326 -2.84325  -1.38
C -0.68122 1.03101 -2.16724  0.18
O -0.80389 0.98563 -0.88279  0.44
C -1.59689 1.92219 -2.92473  -0.13
C -1.20477 2.45978 -4.14734  -0.80
C -2.04506 3.33134 -4.82228  -0.75
C -3.28398 3.65954 -4.28361  -0.53
C -3.68110 3.11333 -3.07080  -1.26
C -2.83631 2.25054 -2.38741  0.70
C 1.85690 -2.44704 -0.08646  1.22
O 0.98323 -1.64866 0.45206  -0.18
H 0.91851 -3.84405 3.51515  0.33
H 0.17793 -3.62022 1.90788  0.22
H 0.84918 -2.22364 2.76667  0.00
H 3.89177 -5.01724 0.80099  0.45
H 4.52810 -4.87001 -1.61045  0.34
H 3.42498 -3.17125 -3.04452  0.42
H 1.60068 -1.60379 -3.40147  0.45
H -0.23520 2.19336 -4.54665  0.45
H -1.73303 3.75838 -5.76831  0.38
H -3.94215 4.33917 -4.81274  0.40
H -4.64461 3.35746 -2.64182  0.46
H -3.13758 1.81421 -1.44162  0.31
Br 3.92044 -0.06156 5.97983  -0.22
C 3.63701 0.09505 4.11438  0.13
C 4.68897 -0.01679 3.22398  0.49
Br 6.45589 -0.30195 3.84624  -0.23
C 4.44850 0.06693 1.84488  0.24
Br 5.81693 -0.15054 0.55631  -0.21
C 3.16857 0.27945 1.34164  -0.09
O 2.87017 0.30649 0.07441  -1.08
C 2.10108 0.47589 2.27178  -0.93
O 0.91134 0.76463 1.76350  1.50
C 2.33856 0.32813 3.62709  -0.02
Br 0.82881 0.39124 4.76161  -0.13
C -2.10280 -2.23499 -1.13244  -0.34
O -2.79427 -1.49831 -0.13426  -0.38
C -3.76453 -0.63348 -0.58266  0.09
O -4.20452 -0.72164 -1.71414  -0.77
C -4.06467 0.38329 0.40360  -0.56
C -5.27190 1.10363 0.35794  1.27
As -5.35464 3.03119 0.48139  0.97
C -6.59605 3.26251 2.00445  -1.18
C -3.75546 3.42972 1.56888  1.66
C -2.86053 2.56698 2.06163  0.14
As -2.65900 0.63403 1.68794  1.29
C -3.59665 0.09836 3.34742  -1.36
C -1.76045 2.99331 2.98626  -1.56
O -1.81845 2.89211 4.18674  -0.57
O -0.68099 3.38558 2.30279  0.72
C 0.47575 3.70532 3.07411  -0.75
C -3.56312 4.87431 1.87630  -0.40
O -2.74227 5.36416 2.61692  -0.61
O -4.45301 5.65307 1.21148  -0.40
C -4.32475 7.04683 1.45114  -0.82
C -6.48082 0.47636 -0.09066  -0.26
O -6.75731 -0.70805 -0.12562  -0.71
O -7.43812 1.43446 -0.45651  -0.30
C -8.71696 0.94878 -0.80185  -0.93
H -2.06180 -1.67499 -2.06678  0.28
H -2.60512 -3.18801 -1.31957  0.38
H -1.09905 -2.41120 -0.74581  -0.36
H -7.59146 2.97449 1.66955  0.32
H -6.60267 4.30918 2.31026  0.35
H -6.28886 2.63153 2.83775  0.31
H -4.62553 0.45784 3.33897  0.27
H -3.05770 0.50429 4.20335  0.32
H -3.58954 -0.99109 3.38736  0.41
H 0.43380 4.76050 3.35711  0.26
H 1.33354 3.50632 2.43543  -0.04
H 0.52489 3.09059 3.96780  0.39
H -5.10957 7.52040 0.86620  0.24
H -3.34512 7.40587 1.13303  0.25
H -4.44734 7.27256 2.51101  0.32
H -9.42270 1.14643 0.01204  0.26
H -8.67932 -0.12247 -0.99401  0.36
H -9.05081 1.47755 -1.69654  0.25
C -0.72561 4.29956 -0.47886  0.22
N 0.63158 4.71220 -0.16919  0.61
C 0.85191 6.12694 0.02351  -0.58
C 2.12684 6.36605 0.80501  -0.53
C 3.27097 5.64019 0.12856  -0.82
N 2.93164 4.25647 -0.11036  0.47
C 4.04486 3.36747 -0.38198  -1.02
C 1.64413 3.81138 -0.33021  0.08
O 1.41512 2.64730 -0.63996  -0.73
H -1.40426 4.74438 0.25009  -0.30
H -0.80160 3.21857 -0.40153  -0.73
H -1.01738 4.61359 -1.48829  0.49
H -0.00803 6.52301 0.56955  0.25
H 0.89216 6.65423 -0.94272  0.34
H 2.00482 5.98622 1.82034  0.14
H 2.33951 7.43535 0.86410  0.40
H 4.16287 5.66324 0.76148  0.41
H 3.53760 6.14303 -0.81469  0.29
H 4.70039 3.30666 0.49149  0.35
H 4.63213 3.73976 -1.22996  0.32
H 3.67285 2.37253 -0.60571  0.10

Forces on atoms 1 to 6 (eV/Å):
Mn 0.2 0.2 -0.4
C 0.0 0.0 0.1
O 0.0 0.0 0.0
C 0.1 -0.1 0.0
C 0.0 0.0 0.0
C 0.0 0.0 0.0

- E (eV) = -510994.6440
- expectation value of S² = 8.800
- relative energy (zero: lowest compared OMol25 entry of this formula, charge and spin) (kJ/mol) = 50.45
- charge = -2
- 2S+1 = 6
- LUMO (spin up / spin down) (eV) = 3.74 / 3.74

***

- Which value of E does entry 2 give?
  -68974.2114 eV